Record 1
# C6H12O4

2 unconnected molecules or ions with the total composition C6H12O4 (wB97M-V/def2-TZVPD, the Open Molecules 2025 dataset).

```
22
C6H12O4 | the Open Molecules 2025 dataset | wB97M-V/def2-TZVPD
O 1.4643 0.3087 0.0002
O -0.1235 -1.3638 -0.3887
C 1.0009 -0.8566 0.1288
C 3.2134 -1.7389 1.1984
C 1.7148 -2.0544 0.7749
H -0.6371 -0.7684 -1.0001
H 3.3073 -0.7550 1.6880
H 3.7812 -1.7171 0.2531
H 3.6571 -2.5038 1.8577
H 1.6497 -2.8953 0.0578
H 1.0421 -2.2831 1.6238
O -1.7295 0.0017 -1.8574
O -0.7134 2.0721 -2.1074
C -1.6321 1.2061 -1.6280
C -1.9241 1.3948 0.8096
C -2.4937 1.8646 -0.5672
H -0.2322 1.6570 -2.8744
H -2.3161 0.4075 1.1067
H -2.2394 2.1389 1.5602
H -0.8221 1.3479 0.8019
H -3.5458 1.5742 -0.7518
H -2.4218 2.9629 -0.6862
```

Calculated values
SMILES: CCC(=O)O.CCC(=O)O
E_LUMO, eV: 0.639
HOMO-LUMO gap, eV: 10.719
Molar mass, g/mol: 148.16
Strongest force on any atom, hartree/bohr: 0.07700
HOMO energy, Eh: -0.3704

***

Record 2
# C44H63N4O3P3Si3TeV

A molecular structure, C44H63N4O3P3Si3TeV (wB97M-V/def2-TZVPD, the Open Molecules 2025 dataset).

```
122
C44H63N4O3P3Si3TeV | the Open Molecules 2025 dataset | wB97M-V/def2-TZVPD
V -0.3264 -0.4851 -0.0424
C 0.9185 0.1808 4.7106
Si -0.0409 1.3519 3.5565
C 0.2549 3.1826 3.9998
C -1.8340 1.1501 4.1417
N 0.2522 0.9947 1.9043
P 1.6295 1.2224 1.1273
C 1.8001 -0.0386 -0.0454
P 1.6281 0.5316 -1.6630
N 0.0562 0.6003 -2.0250
Si -0.5223 0.4846 -3.6594
C 0.8102 0.5353 -5.0232
C -1.7003 1.9385 -3.9901
C -1.4419 -1.1133 -4.0610
C 2.5369 -0.7443 -2.6488
C 3.6827 -0.5605 -3.4162
C 4.3308 -1.6453 -3.9910
C 3.8384 -2.9275 -3.8166
C 2.6816 -3.1232 -3.0753
C 2.0392 -2.0422 -2.4982
C 2.5722 2.0064 -2.2093
C 2.0264 3.0280 -2.9726
C 2.8444 4.0141 -3.5083
C 4.2104 3.9941 -3.2720
C 4.7588 2.9966 -2.4766
C 3.9432 2.0126 -1.9453
C 1.6280 2.9705 0.5871
C 2.7378 3.8058 0.5224
C 2.5950 5.1243 0.1176
C 1.3465 5.6170 -0.2328
C 0.2367 4.7863 -0.1825
C 0.3757 3.4710 0.2265
C 3.0686 1.1409 2.2756
C 3.4840 2.1718 3.1171
C 4.4259 1.9397 4.1090
C 4.9753 0.6753 4.2668
C 4.6038 -0.3472 3.4053
C 3.6555 -0.1155 2.4208
H 0.4209 0.0835 5.6787
H 1.9435 0.5035 4.8905
H 0.9569 -0.8115 4.2514
H 0.1161 3.3399 5.0733
H -0.4718 3.8057 3.4714
H 1.2450 3.5452 3.7293
H -1.8331 0.9585 5.2173
H -2.3462 0.3252 3.6539
H -2.4095 2.0600 3.9674
H 1.6359 1.2052 -4.7903
H 0.3642 0.8699 -5.9640
H 1.2275 -0.4597 -5.1851
H -1.2063 2.9058 -3.8686
H -2.5593 1.9170 -3.3163
H -2.0729 1.8805 -5.0169
H -0.8185 -1.9841 -3.8445
H -1.7054 -1.1370 -5.1221
H -2.3583 -1.2130 -3.4798
H 4.0747 0.4325 -3.5864
H 5.2252 -1.4860 -4.5821
H 4.3421 -3.7756 -4.2646
H 2.2759 -4.1182 -2.9509
H 1.1318 -2.1895 -1.9242
H 0.9591 3.0386 -3.1521
H 2.4125 4.7904 -4.1289
H 4.8464 4.7626 -3.6945
H 5.8248 2.9842 -2.2812
H 4.3520 1.2229 -1.3227
H 3.7146 3.4236 0.7886
H 3.4637 5.7702 0.0700
H 1.2367 6.6458 -0.5541
H -0.7378 5.1702 -0.4615
H -0.4773 2.8065 0.2948
H 3.0750 3.1644 2.9947
H 4.7215 2.7450 4.7712
H 5.6854 0.4858 5.0627
H 5.0525 -1.3280 3.5083
H 3.3483 -0.9018 1.7402
C 1.6414 -3.3069 1.1703
C 0.3933 -2.8794 1.8786
C -0.0838 -3.5483 2.9960
C -1.2831 -3.1310 3.5757
C -1.9894 -2.0770 3.0449
C -1.4650 -1.4274 1.9121
N -0.2828 -1.8411 1.3798
N -1.9404 -0.4022 1.1988
Si -3.5009 0.2727 1.0015
C -4.8665 -1.0054 1.3668
C -4.0707 1.7799 2.0056
C -3.5340 0.8943 -0.7922
H 1.3805 -4.0706 0.4341
H 2.3702 -3.7311 1.8617
H 2.0762 -2.4606 0.6364
H 0.4657 -4.3849 3.4048
H -1.6652 -3.6445 4.4507
H -2.9331 -1.7497 3.4603
H -5.7505 -0.8328 0.7473
H -5.1811 -0.9503 2.4124
H -4.5057 -2.0177 1.1828
H -4.3286 1.5222 3.0335
H -4.9717 2.1661 1.5196
H -3.3281 2.5805 2.0253
H -2.9322 0.2449 -1.4291
H -3.1068 1.8998 -0.8445
H -4.5478 0.9397 -1.1984
C -5.5365 -3.1026 -1.8928
C -4.2578 -2.2934 -2.0005
O -3.1526 -3.1697 -2.2175
P -1.8549 -3.1273 -1.2382
O -1.3635 -1.6937 -1.1891
Te -0.5320 -4.8796 -1.9640
O -2.5762 -3.4015 0.2069
C -3.0053 -4.7433 0.4858
C -4.0554 -4.7241 1.5801
H -6.3876 -2.4296 -1.7755
H -5.4889 -3.7682 -1.0303
H -5.6741 -3.7022 -2.7930
H -4.0979 -1.7084 -1.0961
H -4.3200 -1.6094 -2.8516
H -2.1436 -5.3348 0.8036
H -3.4067 -5.2048 -0.4206
H -3.6721 -4.2034 2.4570
H -4.3104 -5.7500 1.8487
H -4.9616 -4.2161 1.2456
```

Calculated values
Net charge: -1
E_LUMO (spin up / spin down), eV: 2.383 / 2.384
HOMO-LUMO gap (spin up / spin down), eV: 7.091 / 7.407
Molar mass, g/mol: 1051.74
Strongest force on any atom, hartree/bohr: 0.04029
<S²>: 2.021
2S+1: 3
HOMO energy (spin up / spin down), Eh: -0.1730 / -0.1846

***

Record 3
# C3H12NO2

2 unconnected molecules or ions with the total composition C3H12NO2 (wB97M-V/def2-TZVPD, the Open Molecules 2025 dataset).

```
18
C3H12NO2 | the Open Molecules 2025 dataset | wB97M-V/def2-TZVPD
O 0.0369 0.4359 2.4799
C -0.9851 0.7075 1.6009
C -0.8455 -0.0698 0.3002
N 0.5128 0.0060 -0.3852
C 0.7325 1.1659 -1.2891
H 0.1291 1.1524 3.1727
H -1.9186 0.3994 2.1532
H -1.0563 1.8135 1.5203
H -1.6493 0.2535 -0.3742
H -1.0088 -1.1362 0.4941
H 0.6575 -0.9612 -0.8173
H 1.1651 0.0834 0.3920
H 0.6149 0.9003 -2.3339
H 1.7277 1.5379 -1.0998
H 0.0279 1.9555 -1.0346
H 0.9680 -3.1927 -1.0446
H 0.4683 -2.5939 -2.3479
O 0.4230 -2.4573 -1.3866
```

Calculated values
Net charge: +2
E_LUMO (spin up / spin down), eV: -7.864 / -14.669
HOMO-LUMO gap (spin up / spin down), eV: 12.210 / 5.402
Molar mass, g/mol: 94.13
Strongest force on any atom, hartree/bohr: 0.03388
<S²>: 0.754
2S+1: 2
HOMO energy (spin up / spin down), Eh: -0.7377 / -0.7376

***

Record 4
# C16H13N3O4S2

A single C16H13N3O4S2 molecule (wB97M-V/def2-TZVPD, the Open Molecules 2025 dataset).

```
38
C16H13N3O4S2 | the Open Molecules 2025 dataset | wB97M-V/def2-TZVPD
O -0.9465 5.0527 -3.8407
C -0.5462 4.0269 -3.3561
N -1.3387 3.0020 -2.9419
C -0.7695 1.8741 -2.3893
N -1.4687 0.9186 -1.9706
N -1.0924 -0.2812 -1.6068
C -1.1434 -0.7254 -0.4153
C -0.8533 -2.1168 -0.1391
C -0.5110 -2.9991 -1.1677
C -0.2232 -4.3213 -0.9023
C -0.2766 -4.7943 0.4011
C -0.6216 -3.9433 1.4363
C -0.9113 -2.6129 1.1732
O -1.2713 -1.7763 2.2042
S -0.1246 -1.3506 3.2804
O 0.8471 -2.3947 3.3677
O -0.8205 -0.9349 4.4507
C 0.5602 0.0574 2.4347
C 0.0142 1.3026 2.6669
C 0.5009 2.3886 1.9566
C 1.5143 2.2049 1.0284
C 2.0458 0.9447 0.8006
C 1.5638 -0.1438 1.5095
H 1.9549 -1.1389 1.3682
H 2.8271 0.8118 0.0689
H 1.8956 3.0507 0.4768
H 0.0913 3.3727 2.1266
H -0.7708 1.3962 3.4001
H -0.6619 -4.2897 2.4562
H -0.0502 -5.8278 0.6137
H 0.0437 -4.9878 -1.7084
H -0.4754 -2.6098 -2.1729
H -1.3897 -0.0899 0.4373
S 1.0067 2.0581 -2.3487
C 0.9165 3.6959 -3.1218
H 1.3735 4.4417 -2.4707
H 1.4546 3.6870 -4.0706
H -2.3438 3.0522 -3.0353
```

Calculated values
SMILES: O=C1CS/C(=N\N=C\c2ccccc2OS(=O)(=O)c2ccccc2)N1
E_LUMO, eV: 0.037
HOMO-LUMO gap, eV: 8.776
Molar mass, g/mol: 375.43
Strongest force on any atom, hartree/bohr: 0.04038
HOMO energy, Eh: -0.3212

***

Record 5
# CH4N2OS

A single CH4N2OS molecule (wB97M-V/def2-TZVPD, the Open Molecules 2025 dataset).

```
9
CH4N2OS | the Open Molecules 2025 dataset | wB97M-V/def2-TZVPD
C -1.1666 0.9150 -0.2205
N -2.2937 1.3699 -0.0295
N 1.7361 -1.4390 0.5673
O 1.1871 -0.2204 0.1755
S -0.0722 0.4910 1.0481
H -0.6034 0.6051 -1.0983
H -2.7709 1.9076 -0.7672
H 1.3122 -2.1246 0.0197
H 2.6714 -1.5047 0.3048
```

Calculated values
SMILES: [H]/N=C/SON
E_LUMO, eV: 0.868
HOMO-LUMO gap, eV: 9.938
Molar mass, g/mol: 92.12
Strongest force on any atom, hartree/bohr: 0.06040
HOMO energy, Eh: -0.3333

***

Record 6
# C63H50N5P2RuS2Se

A molecular structure, C63H50N5P2RuS2Se (wB97M-V/def2-TZVPD, the Open Molecules 2025 dataset).

```
124
C63H50N5P2RuS2Se | the Open Molecules 2025 dataset | wB97M-V/def2-TZVPD
Ru 0.0267 -0.5293 0.2274
C 1.1026 3.2704 1.7364
C 2.0287 2.3356 0.9570
P 1.8547 0.5582 1.3630
C 1.9751 0.5124 3.1737
C 3.1888 0.9539 3.7165
C 3.3770 0.9644 5.0866
C 2.3669 0.5207 5.9348
C 1.1654 0.0797 5.4073
C 0.9706 0.0837 4.0319
C 3.4175 -0.2150 0.8728
C 4.2827 0.3719 -0.0458
C 5.4816 -0.2505 -0.3678
C 5.8210 -1.4564 0.2289
C 4.9622 -2.0446 1.1492
C 3.7642 -1.4289 1.4692
C -0.3904 3.1878 1.3972
P -1.1896 1.5923 1.7988
C -2.6486 1.4092 0.7399
C -3.2312 2.4932 0.0775
C -4.3953 2.3149 -0.6502
C -4.9926 1.0597 -0.7251
C -4.4253 -0.0180 -0.0646
C -3.2574 0.1567 0.6661
C -1.8968 1.8291 3.4544
C -3.1998 1.4346 3.7657
C -3.7242 1.6949 5.0227
C -2.9622 2.3511 5.9786
C -1.6681 2.7507 5.6758
C -1.1362 2.4888 4.4245
H 1.4287 4.2953 1.5520
H 1.2611 3.0942 2.8003
H 3.0639 2.5897 1.1988
H 1.9264 2.4679 -0.1222
H 3.9991 1.2763 3.0731
H 4.3186 1.3055 5.4948
H 2.5247 0.5169 7.0049
H 0.3726 -0.2615 6.0597
H 0.0158 -0.2404 3.6410
H 4.0456 1.3239 -0.5056
H 6.1593 0.2183 -1.0696
H 6.7648 -1.9289 -0.0085
H 5.2355 -2.9740 1.6304
H 3.1196 -1.8805 2.2158
H -0.5485 3.3559 0.3344
H -0.9304 3.9774 1.9241
H -2.7949 3.4823 0.1391
H -4.8526 3.1614 -1.1461
H -5.9106 0.9322 -1.2836
H -4.8945 -0.9929 -0.1039
H -2.8426 -0.6913 1.2056
H -3.8274 0.9555 3.0267
H -4.7420 1.4034 5.2462
H -3.3818 2.5654 6.9522
H -1.0726 3.2709 6.4140
H -0.1217 2.7978 4.2189
S 0.3940 5.1163 -1.8545
C 0.3473 6.5619 -2.7663
C -0.4303 6.4332 -3.8744
C -1.0029 5.1423 -3.9937
C -0.6495 4.3053 -2.9702
C -1.0546 2.9183 -2.7620
C -0.4012 2.1297 -1.7980
N -0.7051 0.8795 -1.5078
C -1.6831 0.2832 -2.2299
C -2.3861 0.9661 -3.2339
C -3.3893 0.2713 -3.9911
C -3.6159 -1.0423 -3.7949
C -2.8747 -1.7796 -2.8096
C -3.0291 -3.1595 -2.6395
C -2.2738 -3.8396 -1.7002
C -1.4131 -3.0624 -0.9063
N -1.2636 -1.7520 -1.0259
C -1.9495 -1.1058 -2.0011
C -2.3481 -5.2850 -1.5098
C -3.1712 -6.1732 -2.1503
C -2.9685 -7.5118 -1.7349
C -1.9956 -7.6238 -0.7904
S -1.3150 -6.1076 -0.3969
C -2.0720 2.3079 -3.4715
H 0.8961 7.4281 -2.4342
H -0.5866 7.2303 -4.5850
H -1.6372 4.8532 -4.8190
H 0.4345 2.5561 -1.2622
H -3.9426 0.8208 -4.7416
H -4.3531 -1.5709 -4.3851
H -3.7330 -3.6893 -3.2681
H -0.8312 -3.5419 -0.1299
H -3.9007 -5.8958 -2.8967
H -3.5199 -8.3536 -2.1247
H -1.6351 -8.5181 -0.3082
H -2.6277 2.8547 -4.2229
N 7.1859 1.6663 -7.6307
C 6.4960 1.2374 -6.8202
C 5.6282 0.7047 -5.8081
C 5.1484 1.5411 -4.8031
C 4.3183 1.0309 -3.8211
C 3.9620 -0.3098 -3.8629
C 4.4283 -1.1514 -4.8609
C 5.2710 -0.6413 -5.8339
N 3.0995 -0.8370 -2.8487
C 3.1688 -2.0933 -2.2929
C 2.1842 -2.1518 -1.3608
N 1.5100 -0.9497 -1.3422
C 2.0985 -0.1811 -2.2439
H 5.4402 2.5818 -4.7878
H 3.9743 1.6730 -3.0207
H 4.1247 -2.1886 -4.9013
H 5.6439 -1.2811 -6.6212
H 3.9124 -2.8109 -2.5894
H 1.9200 -2.9733 -0.7156
H 1.7950 0.8117 -2.5283
Se 0.0631 -2.2782 1.9527
C -1.4556 -2.8106 2.9119
C -2.3237 -1.9023 3.5191
C -3.3950 -2.3782 4.2469
C -3.6060 -3.7507 4.3616
C -2.7362 -4.6539 3.7623
C -1.6411 -4.1934 3.0532
H -2.1557 -0.8399 3.4392
H -4.0656 -1.6828 4.7345
H -4.4459 -4.1179 4.9360
H -2.9011 -5.7176 3.8638
H -0.9430 -4.8901 2.6085
```

Calculated values
Net charge: +3
E_LUMO (spin up / spin down), eV: -8.025 / -9.994
HOMO-LUMO gap (spin up / spin down), eV: 6.519 / 4.549
Molar mass, g/mol: 1183.24
Strongest force on any atom, hartree/bohr: 0.00864
<S²>: 6.037
2S+1: 5
HOMO energy (spin up / spin down), Eh: -0.5345 / -0.5344